ORCA calculation (ωB97M-V/def2-TZVPD) on a cluster of 5 separate species, C47H88F9NO17 in total.

Each line ends with the Mulliken charge.
Atoms and positions in Å:
F  5.820  2.563  -1.720  -0.349
F  4.747  3.227  -3.936  -0.256
F  3.240  3.508  -2.412  -0.270
F  4.069  -0.653  -4.157  -0.303
F  6.401  0.098  -1.769  -0.294
F  5.954  0.788  -3.770  -0.317
F  5.234  -1.898  -2.820  -0.359
F  3.102  1.829  -3.773  -0.164
F  4.030  1.608  -0.944  -0.207
O  0.842  -1.744  -1.764  -0.423
O  2.424  2.516  7.759  -0.365
O  1.478  -5.178  -1.474  -0.615
O  -7.531  2.818  -6.690  -0.219
O  3.285  -5.070  -2.835  -0.673
O  2.003  5.420  8.752  -0.258
O  9.125  -3.568  7.775  -0.236
O  -11.916  0.299  -5.835  -0.231
O  -4.825  2.532  -5.235  -0.401
O  3.729  2.975  10.519  -0.254
O  4.606  -0.202  4.401  -0.373
O  4.120  -1.947  3.134  -0.512
O  8.119  -5.612  5.130  -0.268
O  8.630  -2.579  4.882  -0.432
O  -14.974  -0.005  -5.486  -0.455
O  -5.634  -0.124  -6.608  -0.204
O  -13.585  -0.218  -2.734  -0.245
N  2.608  -3.180  -1.698  0.719
C  1.663  -1.301  -6.185  -1.710
C  10.080  -3.298  8.774  -0.791
C  2.014  6.694  8.152  -0.767
C  -5.133  2.961  -6.554  -0.472
C  5.385  0.442  -2.582  0.628
C  4.240  2.284  9.392  -0.657
C  -14.490  -1.133  -4.772  -0.367
C  0.483  -0.531  -1.129  0.276
C  3.226  -0.966  -1.949  1.087
C  -4.950  -1.129  -7.319  -0.810
C  1.846  -2.253  -3.858  0.680
C  2.265  0.541  4.135  -1.006
C  3.286  -2.893  -0.676  -1.430
C  3.744  2.914  8.110  -0.321
C  -5.544  1.408  -4.748  -0.509
C  8.473  -2.393  7.329  -0.755
C  9.491  -3.688  4.667  -0.446
C  0.263  0.694  -2.014  -0.221
C  -8.750  3.445  -6.367  -0.418
C  4.796  -0.991  3.297  0.511
C  5.893  -0.586  2.364  -1.233
C  7.128  -6.476  4.619  -0.709
C  -14.629  -1.011  -3.272  -0.590
C  2.099  -1.939  -2.381  -0.268
C  1.464  -1.014  -4.685  0.694
C  -14.146  1.148  -5.497  -0.459
C  2.414  -4.677  -2.056  0.455
C  -6.437  3.717  -6.660  -0.626
C  1.368  3.108  8.505  -0.454
C  8.788  -4.902  4.104  -0.488
C  -1.312  2.237  -3.211  -1.280
C  1.082  4.544  8.129  -0.562
C  7.772  -2.638  6.013  -0.101
C  3.523  -1.402  -0.484  0.383
C  -12.964  1.041  -6.433  -0.530
C  -10.969  -0.138  -6.783  -0.828
C  4.436  -0.787  -2.862  0.314
C  -1.125  0.825  -2.614  -0.366
C  -13.894  0.265  -1.447  -0.771
C  3.949  2.598  -3.090  0.267
C  5.285  -0.146  1.017  -0.527
C  4.771  1.771  -2.055  0.807
C  3.742  0.907  4.139  0.260
C  3.808  2.203  11.695  -0.780
C  -5.080  0.088  -5.321  -0.425
C  0.707  -3.284  -4.027  -2.023
C  4.954  -1.375  0.148  -2.225
H  -13.039  0.840  -1.096  0.233
H  2.746  0.013  -1.999  -0.218
H  -10.190  -0.681  -6.253  0.243
H  6.500  -1.473  2.198  0.541
H  1.136  -0.254  -0.301  -0.506
H  -13.460  -1.367  -5.050  0.191
H  -6.439  4.305  -7.589  0.430
H  2.033  -0.201  4.889  0.260
H  2.908  -0.945  0.278  0.438
H  9.199  -1.580  7.207  0.343
H  1.023  -4.027  -4.754  0.377
H  -0.331  2.642  -3.466  0.331
H  -11.432  -0.811  -7.515  0.334
H  3.913  1.633  4.926  0.067
H  -5.343  1.389  -3.675  0.443
H  10.045  -3.941  5.573  0.230
H  -10.516  0.712  -7.307  0.307
H  -3.904  -0.847  -7.489  0.312
H  -14.576  -2.012  -2.823  0.419
H  0.401  1.562  -1.365  0.509
H  -0.471  -0.735  -0.650  0.857
H  4.844  1.924  11.918  0.316
H  -1.305  0.119  -3.421  0.069
H  2.728  7.309  8.694  0.233
H  10.874  -2.645  8.392  0.331
H  -14.080  -0.558  -0.748  0.315
H  -5.441  -1.246  -8.282  0.233
H  7.211  -3.575  6.036  0.258
H  7.056  -1.826  5.862  0.223
H  6.680  -6.999  5.461  0.234
H  0.998  0.806  -2.805  -0.294
H  -13.822  1.413  -4.489  0.218
H  -4.984  -2.087  -6.786  0.324
H  0.484  2.518  8.255  0.387
H  3.422  2.807  12.514  0.235
H  4.933  -2.197  0.855  1.267
H  9.617  -2.830  9.650  0.311
H  -3.984  0.083  -5.377  0.202
H  -5.106  2.127  -7.259  0.229
H  1.026  7.167  8.205  0.314
H  6.346  -5.912  4.099  0.264
H  -8.729  3.839  -5.345  0.340
H  3.933  1.232  9.420  0.354
H  4.376  2.548  7.297  0.317
H  5.753  -1.617  -0.540  0.348
H  0.463  -3.830  -3.123  0.565
H  -1.729  2.929  -2.487  0.322
H  -12.593  2.052  -6.661  0.415
H  7.560  -7.213  3.933  0.319
H  1.947  0.178  3.163  0.150
H  1.539  3.011  9.578  0.210
H  10.521  -4.246  9.074  0.234
H  -1.881  2.224  -4.134  0.287
H  2.739  -2.708  -4.276  0.926
H  9.531  -5.567  3.643  0.424
H  -6.620  1.536  -4.882  0.189
H  -14.787  1.952  -5.864  0.386
H  3.949  1.396  3.186  0.086
H  2.328  6.631  7.103  0.319
H  -9.536  2.696  -6.433  -0.136
H  1.723  1.455  4.366  0.425
H  10.210  -3.346  3.919  0.386
H  -4.329  3.650  -6.821  0.408
H  6.542  0.169  2.790  0.367
H  8.073  -4.582  3.336  0.263
H  3.840  4.001  8.141  0.219
H  -15.603  -0.566  -3.035  0.350
H  0.068  4.807  8.462  0.441
H  6.015  0.491  0.531  0.358
H  -13.283  0.561  -7.366  0.337
H  4.388  0.437  1.193  0.394
H  3.702  -3.674  -0.059  0.627
H  1.137  4.651  7.038  0.321
H  -15.122  -1.963  -5.095  0.384
H  -6.530  4.400  -5.807  0.356
H  -1.902  0.684  -1.867  0.479
H  2.029  -0.134  -4.415  -0.516
H  2.431  -2.052  -6.343  0.396
H  -8.974  4.258  -7.069  0.336
H  0.411  -0.792  -4.547  0.044
H  -0.201  -2.832  -4.411  0.522
H  0.758  -1.707  -6.626  0.405
H  -5.407  -0.727  -4.660  0.459
H  -14.772  0.922  -1.475  0.320
H  3.199  1.295  11.610  0.331
H  5.338  2.337  9.419  0.432
H  7.729  -2.098  8.083  0.420
H  1.947  -0.397  -6.712  0.405

Computed properties:
E_tot in eV: -110913.195
Spin multiplicity: 1
Frontier orbital gap in eV: 9.342
Net charge: 0
LUMO energy in eV: 0.14
HOMO level in Eh: -0.3383